Computed, not measured: a single C3H6N4O molecule in a non-equilibrium geometry, with ωB97M-V/def2-TZVPD.

Last columns: bonded neighbours and bond lengths (Å).
Atoms and positions in Å:
1 C -1.289 -1.198 1.323  H4 1.192, H5 1.116, N10 1.223
2 C 1.126 0.801 1.217  H6 0.967, N11 1.309, O14 1.339
3 C 0.193 0.568 -1.599  H8 1.055, N12 1.286, N13 1.359
4 H -1.832 -0.885 2.337  C1 1.192
5 H -1.943 -1.953 0.824  C1 1.116
6 H 1.660 1.458 1.683  C2 0.967
7 H 0.736 -0.983 -0.706  N12 0.959
8 H 0.579 1.537 -1.759  C3 1.055
9 H -1.299 0.988 -2.784  N13 1.030
10 N -0.111 -0.978 1.079  C1 1.223, N11 1.327
11 N 0.558 -0.168 1.889  C2 1.309, N10 1.327
12 N 1.105 -0.205 -1.127  C3 1.286, H7 0.959, O14 1.512
13 N -0.910 0.173 -2.289  C3 1.359, H9 1.030
14 O 1.428 0.844 -0.088  C2 1.339, N12 1.512

The calculation puts the LUMO energy at 0.6 eV. As for the spin multiplicity: 1. Its highest occupied orbital energy is -0.3454 Eh. The value obtained for the gap between HOMO and LUMO is 10.048 eV. Its total charge is 0. The value obtained for the relative energy (zero: lowest compared OMol25 entry of this formula, charge and spin) is 164.0 kcal/mol.

Atom charges from the natural (NBO) analysis, given in e for atoms 1 to 4: -0.04 0.38 0.24 0.15